# 1
# CH7NOSSi

2 unconnected molecules or ions with the total composition CH7NOSSi at a distorted geometry (ωB97M-V/def2-TZVPD, the OMol25 dataset).

* total charge: 0
* energy above the lowest of the compared OMol25 structures with the same formula, charge and spin: 1.8 kcal/mol
* E_tot: -23399.87230 eV
* maximum force: 0.0773 hartree/bohr

Positions of all 12 atoms, in Å:
C  0.2517  -0.9350  -1.2105
N  1.6317  0.1179  1.2631
O  -1.0200  1.7099  0.4714
Si  0.1678  -0.4516  0.6107
S  -2.5466  1.6256  0.1094
H  -0.7086  -0.7703  -1.6913
H  0.9908  -0.3328  -1.7324
H  0.5089  -1.9821  -1.3497
H  1.6124  0.9232  1.8653
H  2.4137  -0.4861  1.4577
H  -0.8172  -1.1193  1.4492
H  -2.4845  1.7006  -1.2430

# 2
# C4H4ClNOS

2 unconnected molecules or ions with the total composition C4H4ClNOS at a distorted geometry (ωB97M-V/def2-TZVPD, the OMol25 dataset).

* total charge: 0
* structure (SMILES): C#CC(=O)SN=C.Cl
* energy above the lowest of the compared OMol25 structures with the same formula, charge and spin: 86.4 kcal/mol
* E_tot: -31103.96128 eV
* maximum force: 0.0784 hartree/bohr

Positions of all 12 atoms, in Å:
C  -0.8050  -2.1222  -0.4514
C  -1.0171  -0.9738  -0.1484
C  -1.7850  0.2290  -0.0633
O  -2.8442  0.3378  -0.6335
S  -1.0975  1.3564  1.1448
N  0.3643  0.4777  1.1572
C  1.4479  1.0423  0.9165
H  -0.3513  -3.0793  -0.7155
H  2.2658  0.4678  0.9381
H  1.7427  2.0858  0.9807
Cl  1.4034  0.4225  -1.9194
H  0.6759  -0.2441  -1.2058

# 3
# C2H10O2S2

3 unconnected molecules or ions with the total composition C2H10O2S2 at a distorted geometry (ωB97M-V/def2-TZVPD, the OMol25 dataset).

* total charge: -1
* energy above the lowest of the compared OMol25 structures with the same formula, charge and spin: 10.5 kcal/mol
* 2S+1: 2
* <S²>: 0.754
* E_tot: -28001.44677 eV
* maximum force: 0.0428 hartree/bohr

Positions of all 16 atoms, in Å:
C  0.6000  -1.7768  -0.9168
S  -0.4709  -0.3563  -1.2479
S  -1.0966  0.2920  0.8102
C  -1.8217  -0.7202  2.2038
H  0.4620  -2.4050  -0.0264
H  1.5823  -1.3192  -0.8948
H  0.4291  -2.4692  -1.7412
H  -2.1288  0.0652  2.9458
H  -1.1347  -1.4568  2.6141
H  -2.7014  -1.2603  1.8096
H  2.1402  1.1593  0.7748
H  1.3741  -0.1009  1.1426
O  2.2684  0.2138  0.9011
H  2.2498  2.4288  -1.1358
H  1.1027  1.4431  -1.5261
O  1.3485  2.3872  -1.4770

# 4
# H2N2O3S

2 unconnected molecules or ions with the total composition H2N2O3S at a distorted geometry (ωB97M-V/def2-TZVPD, the OMol25 dataset).

* total charge: 0
* structure (SMILES): O=[N+]([O-])O.N=S
* energy above the lowest of the compared OMol25 structures with the same formula, charge and spin: 83.9 kcal/mol
* E_tot: -19984.25285 eV
* maximum force: 0.0795 hartree/bohr

Positions of all 8 atoms, in Å:
O  1.3798  1.1647  2.0919
N  0.6781  0.6535  1.2760
O  -0.4971  0.4823  1.4039
O  1.1721  0.3319  0.0731
H  0.4140  -0.1360  -0.6226
N  -0.6166  -0.8748  -1.2280
S  -1.4217  -0.2396  -2.4223
H  -1.1085  -1.3821  -0.5722

# 5
# C55H69BrN8O4

9 unconnected molecules or ions with the total composition C55H69BrN8O4 at a distorted geometry (ωB97M-V/def2-TZVPD, the OMol25 dataset).

* total charge: 0
* structure (SMILES): CC[C@@H](Br)[C@H](OCCOC(C)=O)[C@@H](CCC(C)C)OC.c1ccncc1.c1ccncc1.c1ccncc1.c1ccncc1.c1ccncc1.c1ccncc1.c1ccncc1.c1ccncc1
* E_tot: -148297.40128 eV
* maximum force: 0.1627 hartree/bohr

Positions of all 137 atoms, in Å:
C  2.0244  -5.5717  -1.6192
C  1.4959  -5.5801  -3.1893
C  0.3982  -4.3571  -3.5007
Br  1.1251  -2.7596  -2.4602
C  0.2863  -3.9906  -5.0941
O  1.1248  -2.8513  -5.5262
C  2.4551  -3.2883  -5.9774
C  3.5561  -2.4620  -5.0349
O  4.8940  -2.3960  -5.6760
C  5.6215  -1.2472  -5.0790
C  6.0534  -1.2009  -3.4980
O  5.8773  -0.2088  -5.8786
C  -1.2550  -3.6382  -5.6019
C  -2.0130  -2.5014  -4.6969
C  -3.6237  -2.8594  -4.4210
C  -4.3313  -1.8538  -3.3320
C  -4.0560  -2.3774  -1.7795
C  -3.9721  -0.2654  -3.5212
O  -1.1318  -3.3002  -7.0399
C  -2.3804  -2.7432  -7.5813
H  1.1311  -5.2701  -0.9044
H  2.9862  -4.8938  -1.4558
H  2.3076  -6.6893  -1.3140
H  0.8902  -6.5799  -3.3205
H  2.3725  -5.5856  -3.9709
H  -0.6109  -4.6516  -2.9835
H  0.5861  -4.9784  -5.6939
H  2.7113  -2.9982  -7.0850
H  2.6905  -4.4227  -5.8101
H  3.6335  -3.0028  -3.9780
H  3.0797  -1.4011  -4.8336
H  5.4449  -0.3756  -2.8989
H  5.7857  -2.2343  -3.0186
H  7.2010  -0.9661  -3.3236
H  -1.8759  -4.6470  -5.4534
H  -1.5543  -2.3681  -3.6031
H  -1.9757  -1.4054  -5.1673
H  -4.2233  -2.7493  -5.4258
H  -3.7110  -3.9827  -4.0949
H  -5.5017  -1.9566  -3.4980
H  -3.8408  -1.4292  -1.0960
H  -5.0525  -2.8649  -1.3897
H  -3.1754  -3.1564  -1.7137
H  -4.5133  0.2399  -4.4391
H  -4.3318  0.2861  -2.5276
H  -2.8173  -0.0553  -3.5963
H  -2.2530  -2.7394  -8.7680
H  -3.3455  -3.3629  -7.3492
H  -2.5117  -1.5921  -7.2947
C  -4.3376  -8.9750  -7.3062
C  -4.2765  -7.5969  -7.4844
C  -3.3984  -6.8720  -6.6948
N  -2.5988  -7.4258  -5.7571
C  -2.6815  -8.7654  -5.6057
C  -3.5250  -9.5748  -6.3496
H  -5.0129  -9.5766  -7.9076
H  -4.8973  -7.0993  -8.2207
H  -3.3118  -5.7943  -6.7983
H  -2.0304  -9.1858  -4.8443
H  -3.5487  -10.6463  -6.1869
C  -1.7870  -0.9650  3.7476
C  -1.5555  0.2744  3.1604
C  -1.5848  0.3607  1.7777
N  -1.8219  -0.6916  0.9641
C  -2.0414  -1.8822  1.5630
C  -2.0361  -2.0672  2.9362
H  -1.7733  -1.0713  4.8284
H  -1.3574  1.1524  3.7647
H  -1.4134  1.3066  1.2721
H  -2.2272  -2.7124  0.8873
H  -2.2208  -3.0465  3.3630
C  -4.9214  3.1437  3.6392
C  -4.6792  1.8633  3.1530
C  -5.2650  0.7917  3.8077
N  -6.0564  0.9173  4.8954
C  -6.2719  2.1725  5.3454
C  -5.7339  3.3056  4.7567
H  -4.4806  4.0084  3.1515
H  -4.0499  1.7035  2.2849
H  -5.1088  -0.2269  3.4646
H  -6.9094  2.2464  6.2220
H  -5.9424  4.2902  5.1597
C  -3.9291  8.8043  1.4815
C  -3.6869  7.5239  0.9953
C  -4.2727  6.4523  1.6500
N  -5.0641  6.5779  2.7377
C  -5.2796  7.8331  3.1877
C  -4.7416  8.9662  2.5990
H  -3.4883  9.6689  0.9938
H  -3.0576  7.3641  0.1272
H  -4.1165  5.4336  1.3069
H  -5.9171  7.9070  4.0642
H  -4.9501  9.9508  3.0020
C  -2.8047  10.6661  6.9525
C  -2.8473  9.3011  7.2157
C  -4.0454  8.6327  7.0208
N  -5.1785  9.2311  6.5927
C  -5.1069  10.5574  6.3471
C  -3.9549  11.3103  6.5085
H  -1.8831  11.2235  7.0923
H  -1.9686  8.7701  7.5639
H  -4.1285  7.5663  7.2094
H  -6.0314  11.0151  6.0063
H  -3.9544  12.3730  6.2941
C  12.0372  -2.6047  -2.6004
C  11.5050  -1.7082  -3.5211
C  10.1580  -1.3964  -3.4295
N  9.3281  -1.9161  -2.4987
C  9.8730  -2.7849  -1.6196
C  11.2081  -3.1553  -1.6285
H  13.0891  -2.8722  -2.6399
H  12.1243  -1.2625  -4.2912
H  9.6964  -0.6995  -4.1230
H  9.1848  -3.1901  -0.8830
H  11.5923  -3.8565  -0.8963
C  2.3739  1.3573  6.9409
C  2.1356  2.6171  6.4016
C  0.8509  2.9165  5.9775
N  -0.1857  2.0534  6.0535
C  0.0766  0.8374  6.5799
C  1.3260  0.4471  7.0342
H  3.3678  1.0868  7.2853
H  2.9310  3.3485  6.3141
H  0.6139  3.8875  5.5525
H  -0.7726  0.1615  6.6279
H  1.4790  -0.5423  7.4500
C  7.2396  3.1388  4.9936
C  7.1477  1.7515  4.9557
C  6.4937  1.1090  5.9949
N  5.9422  1.7521  7.0472
C  6.0489  3.0986  7.0573
C  6.6798  3.8295  6.0635
H  7.7436  3.6773  4.1964
H  7.5745  1.1840  4.1365
H  6.3929  0.0277  6.0092
H  5.5995  3.5916  7.9148
H  6.7340  4.9107  6.1221

# 6
# C15H12NO4

2 unconnected molecules or ions with the total composition C15H12NO4 at a distorted geometry (ωB97M-V/def2-TZVPD, the OMol25 dataset).

* total charge: -1
* E_tot: -25427.62398 eV
* maximum force: 0.0376 hartree/bohr

Positions of all 32 atoms, in Å:
C  -6.2524  -0.6870  -0.0077
C  -5.4045  -1.7674  -0.1373
C  -4.0727  -1.5699  -0.4282
C  -3.5699  -0.2855  -0.5975
C  -2.1689  -0.0458  -1.0257
C  -1.1076  -0.9448  -0.5621
C  0.0489  -1.0456  -1.1938
O  -1.9117  0.8850  -1.7611
C  -4.4327  0.7919  -0.4548
C  -5.7638  0.5939  -0.1606
H  -7.2980  -0.8449  0.2009
H  -5.7877  -2.7686  -0.0290
H  -3.4175  -2.4129  -0.5561
H  -1.2806  -1.5058  0.3408
H  0.8297  -1.6947  -0.8438
H  0.2357  -0.4751  -2.0839
H  -4.0468  1.7862  -0.5976
H  -6.4272  1.4382  -0.0648
O  4.9485  -1.0405  -1.7751
N  5.5429  -0.1960  -1.0987
O  6.7007  0.1658  -1.3257
C  4.8380  0.4025  0.0294
C  5.4148  1.4515  0.7313
C  4.7541  2.0247  1.8042
C  3.5300  1.5607  2.1926
C  2.9137  0.4764  1.5043
O  1.8141  0.0304  1.8578
C  3.6132  -0.0795  0.3971
H  6.3849  1.8089  0.4284
H  5.2105  2.8421  2.3391
H  3.0014  1.9960  3.0232
H  3.1610  -0.8901  -0.1456

# 7
# H22O11

11 unconnected molecules or ions with the total composition H22O11 at a distorted geometry (ωB97M-V/def2-TZVPD, the OMol25 dataset).

* total charge: 0
* structure (SMILES): O.O.O.O.O.O.O.O.O.O.O
* energy above the lowest of the compared OMol25 structures with the same formula, charge and spin: 125.1 kcal/mol
* E_tot: -22876.08787 eV
* maximum force: 0.1231 hartree/bohr

Positions of all 33 atoms, in Å:
O  -0.0799  0.3778  -0.1131
H  -0.9956  0.2600  -0.4597
H  0.4518  0.4020  -0.9225
O  2.2159  0.1014  1.7144
H  1.7350  0.9285  1.6371
H  3.1528  0.4357  1.3897
O  5.3648  1.6782  -0.0871
H  5.2048  2.3556  -0.7482
H  4.4790  1.2539  0.0950
O  -3.4496  3.6246  -0.4548
H  -3.1316  4.5161  -0.0447
H  -2.6039  3.1812  -0.4313
O  -3.1641  -3.9513  -0.5167
H  -3.6883  -3.2060  -0.7953
H  -2.9214  -3.6763  0.4634
O  -4.1121  0.5802  -1.4645
H  -4.5142  0.1081  -2.2912
H  -4.7112  1.3243  -1.3456
O  0.3305  3.4831  0.4734
H  -0.3602  3.5151  -0.1802
H  0.9170  4.2275  0.0895
O  4.3177  -1.8408  -1.1288
H  4.5103  -2.4290  -0.4107
H  3.3490  -1.7746  -1.3469
O  0.6614  -1.8156  -2.7516
H  0.2844  -2.4165  -2.0870
H  1.2085  -1.2065  -2.1324
O  2.7703  -1.7240  2.0679
H  3.3758  -2.4697  1.7587
H  1.8443  -1.8906  2.0110
O  -4.4671  -1.4429  2.7001
H  -3.9163  -1.0400  3.4204
H  -4.0577  -1.4696  1.8918

# 8
# C31H27ClN5O9V

A molecular structure, C31H27ClN5O9V at a distorted geometry (ωB97M-V/def2-TZVPD, the OMol25 dataset).

* total charge: +2
* E_tot: -96654.32610 eV
* maximum force: 0.0240 hartree/bohr

Positions of all 74 atoms, in Å:
V  1.1026  0.0900  -0.1146
O  2.9808  -3.9400  4.0632
C  1.6493  -3.9444  4.2012
O  1.0924  -4.7119  4.9257
C  0.8657  -2.9429  3.4099
C  -0.4845  -2.6859  3.5910
Cl  -1.5468  -3.2401  4.7757
N  -0.8644  -1.7606  2.6664
N  0.1707  -1.4072  1.8947
C  1.2002  -2.1046  2.3333
C  2.4700  -1.8471  1.6468
O  3.5715  -2.1914  1.8966
O  2.2352  -1.0488  0.4880
C  -2.1536  -1.1892  2.3843
C  -3.2825  -1.9881  2.3325
C  -4.5034  -1.4008  2.0240
C  -4.5861  -0.0403  1.7653
C  -3.4401  0.7448  1.8213
C  -2.2160  0.1725  2.1312
H  3.2936  -3.2833  3.4212
H  -3.2260  -3.0490  2.5266
H  -5.3935  -2.0147  1.9969
H  -5.5428  0.4125  1.5445
H  -3.5080  1.8124  1.6562
H  -1.3245  0.7806  2.2241
O  1.8637  0.7627  2.1937
C  1.7742  1.8562  2.7217
C  1.1154  2.9991  2.0891
C  1.0467  4.2139  2.7646
C  0.4440  5.2800  2.1283
C  -0.0813  5.1966  0.8528
C  -0.0185  3.9845  0.1686
C  0.5717  2.9183  0.8092
O  0.6351  1.7156  0.1368
N  0.3647  6.5785  2.8475
O  -0.2065  7.4808  2.2802
O  0.8145  6.6034  3.9704
H  2.2009  2.0161  3.7214
H  1.4554  4.3371  3.7591
H  -0.5271  6.0746  0.4067
H  -0.4019  3.8841  -0.8359
C  -2.7952  -3.3044  -0.8199
N  -1.5070  -2.6060  -0.9312
C  -0.3249  -3.4053  -0.6028
C  -1.4303  -1.3129  -1.1807
O  -0.3581  -0.6815  -0.7551
N  -2.3528  -0.5968  -1.8083
C  -3.2477  -1.1841  -2.8160
C  -2.3223  0.8645  -1.7428
H  -2.7584  -3.9014  0.0901
H  -2.9667  -3.9602  -1.6719
H  -3.6006  -2.5819  -0.7263
H  -0.3430  -4.3100  -1.2083
H  -0.3474  -3.6763  0.4537
H  0.5834  -2.8515  -0.8242
H  -2.9117  -2.1841  -3.0707
H  -3.1912  -0.5610  -3.7070
H  -4.2766  -1.2143  -2.4615
H  -2.0694  1.1887  -0.7385
H  -3.3196  1.2261  -1.9836
H  -1.6065  1.2683  -2.4609
C  2.0112  0.3254  -1.7188
C  2.6107  0.4332  -2.7903
C  3.3655  0.5701  -3.9624
C  4.4097  -0.3438  -4.2021
C  5.1781  -0.2074  -5.3383
C  4.9050  0.8214  -6.2360
C  3.8705  1.7270  -6.0074
C  3.0986  1.6091  -4.8717
H  4.6066  -1.1336  -3.4903
H  5.9892  -0.8961  -5.5272
H  5.5099  0.9213  -7.1275
H  3.6787  2.5224  -6.7130
H  2.3014  2.3110  -4.6688